C4H6ClNS | wB97M-V/def2-TZVPD

Each line ends with the Löwdin charge.
Element x y z (Å)
H (0.866, -0.270, 1.485)  0.08
C (-0.224, 1.712, -0.908)  0.00
H (-1.802, -2.756, -0.218)  0.11
H (0.472, 2.534, -1.029)  0.07
C (-1.695, -0.726, -0.134)  -0.82
H (-0.207, -2.081, -0.277)  0.02
S (-3.146, -0.077, -0.112)  0.65
H (1.949, 0.901, 0.671)  0.08
C (0.059, 0.609, -0.271)  -0.25
C (1.188, 0.127, 0.521)  -0.56
N (-1.203, -1.942, -0.164)  0.05
Cl (2.019, -1.243, -0.324)  0.55
H (-1.197, 1.850, -1.351)  0.04

Results
2S+1: 1
HOMO energy (eV): -8.1
Orbital gap (eV): 8.703

C4H6ClNS | wB97M-V/def2-TZVPD

Each line ends with the Löwdin charge.
Element x y z (Å)
H (0.387, -1.146, 0.710)  0.03
H (1.635, -1.589, -0.514)  0.03
C (1.162, 0.450, -0.118)  -0.78
H (0.879, 2.550, -0.397)  0.15
S (-2.010, 0.573, 0.508)  0.93
H (-1.585, 2.046, -1.412)  0.11
Cl (2.779, 0.578, 0.419)  0.70
C (-1.042, 1.417, -0.543)  -0.46
H (0.041, -0.895, -1.090)  0.10
N (-0.930, 0.045, 1.509)  -0.41
C (0.820, -1.030, -0.264)  -0.12
H (-1.405, -0.050, 2.380)  -0.03
C (0.385, 1.471, -0.392)  -0.27

Results
2S+1: 1
HOMO energy (alpha / beta) (eV): -8.3 / -8.3
Orbital gap (alpha / beta) (eV): 7.948 / 7.950

C4H6ClNS | wB97M-V/def2-TZVPD

Each line ends with the Löwdin charge.
Element x y z (Å)
H (-1.242, -0.375, -1.230)  0.13
C (-0.017, 0.149, 0.380)  -0.53
C (0.967, -0.923, 0.245)  -0.06
H (0.817, -1.704, 1.051)  0.11
H (-2.828, 1.834, -0.457)  0.12
H (0.685, 1.061, 2.221)  0.14
H (0.895, -1.164, -0.879)  0.12
C (-1.860, 1.410, -0.012)  -0.38
Cl (1.348, 2.173, -0.966)  -0.36
S (-1.238, 2.225, 1.364)  1.02
N (-0.002, 1.003, 1.452)  -0.24
C (-1.095, 0.363, -0.448)  -0.18
H (1.996, -0.443, 0.356)  0.10

Results
2S+1: 1
HOMO energy (eV): -7.7
Orbital gap (eV): 6.961

C4H6CoO3 | wB97M-V/def2-TZVPD

Each line ends with the Mulliken spin population.
Element x y z (Å)
H (-0.137, 1.983, -3.088)  0.00
H (1.169, 0.847, 1.363)  0.00
H (-0.515, 1.141, -0.908)  0.00
H (1.262, -1.434, 0.189)  0.00
C (0.367, -0.950, 0.593)  -0.01
H (0.675, -0.720, -3.026)  0.00
C (-0.093, 0.157, -1.203)  0.00
Co (-2.560, -0.601, 2.756)  2.82
O (-0.434, 0.456, 2.484)  0.06
C (0.534, -0.017, 1.602)  0.05
O (-0.768, -0.537, 3.465)  0.08
C (0.190, 0.127, -2.522)  0.00
H (0.452, -1.543, 1.778)  0.00
O (-0.143, 1.091, -3.483)  0.00

Results
2S+1: 4
<S²>: 3.77
Net charge: -2
HOMO energy (alpha / beta) (eV): 1.6 / 1.3
Orbital gap (alpha / beta) (eV): 4.360 / 4.629

C4H6F12LiN2O11S4 | wB97M-V/def2-TZVPD

Each line ends with the Löwdin charge.
Element x y z (Å)
O (-4.556, -18.795, -13.952)  -0.28
S (-4.312, -18.185, -15.271)  0.67
F (0.473, -21.328, -11.234)  0.10
H (-2.354, -14.872, -18.681)  0.04
O (-5.238, -14.428, -14.802)  -0.36
F (-1.603, -21.761, -11.426)  0.12
O (-1.766, -18.345, -12.174)  -0.33
S (0.521, -17.689, -13.849)  0.66
O (-1.140, -14.467, -15.728)  -0.08
F (0.344, -16.211, -11.662)  0.15
O (-1.094, -20.111, -13.812)  -0.33
O (-0.735, -17.500, -14.535)  -0.32
F (-2.596, -14.671, -13.440)  0.10
C (-0.733, -20.748, -11.214)  -0.64
C (0.885, -16.061, -12.847)  -0.61
F (-3.184, -16.277, -12.193)  0.15
O (-2.956, -14.964, -17.943)  -0.08
F (0.329, -15.032, -13.523)  0.09
H (-0.497, -14.106, -16.338)  0.05
O (-3.319, -18.963, -16.005)  -0.30
N (-3.978, -16.556, -15.345)  -0.39
C (-5.852, -18.393, -16.364)  -0.67
F (-6.354, -19.598, -16.205)  0.17
S (-4.866, -15.799, -14.295)  0.62
H (-3.815, -14.746, -18.305)  0.07
H (-0.849, -16.906, -18.898)  0.05
H (-1.106, -13.882, -14.970)  0.04
Li (-2.473, -15.875, -16.270)  0.64
F (-6.659, -17.422, -16.086)  0.16
F (-0.830, -20.148, -10.056)  0.14
F (2.218, -15.816, -12.715)  0.10
O (1.630, -17.903, -14.740)  -0.31
F (-5.466, -18.283, -17.684)  0.08
S (-0.798, -19.359, -12.573)  0.55
F (-4.389, -14.434, -12.022)  0.12
H (-0.076, -15.775, -18.254)  0.04
C (-3.663, -15.240, -12.840)  -0.59
O (-0.580, -16.562, -18.047)  -0.02
N (0.641, -18.842, -12.571)  -0.29
O (-5.967, -16.549, -13.708)  -0.30

Results
2S+1: 1
Net charge: -1
HOMO energy (eV): -5.9
Orbital gap (eV): 6.929

C4H6F2 | wB97M-V/def2-TZVPD

Each line ends with the Löwdin charge.
Element x y z (Å)
H (0.997, 1.282, 0.781)  0.20
H (-0.183, -1.629, 0.099)  0.17
H (-1.295, 1.391, 0.573)  0.15
C (-0.071, 0.418, -1.010)  -0.08
F (2.407, -0.058, -0.186)  -0.07
C (-1.029, 0.373, 0.235)  -0.25
C (1.001, 0.309, 0.023)  -0.29
H (0.076, -0.913, 1.890)  0.12
H (-0.433, -0.578, -1.520)  0.18
C (0.089, -0.643, 0.788)  -0.08
H (-0.189, 1.290, -1.349)  0.03
F (-2.286, -0.340, 0.109)  -0.08

Results
2S+1: 1
HOMO energy (eV): -11.2
Orbital gap (eV): 12.181

C4H6F2IN | wB97M-V/def2-TZVPD

Each line ends with the Löwdin charge.
Element x y z (Å)
N (0.241, 0.295, -0.747)  0.02
H (2.415, -1.590, -0.487)  0.07
C (2.421, -0.678, 0.054)  -0.04
H (1.080, 0.581, 1.048)  0.08
H (-0.943, 1.548, 0.432)  0.10
F (-1.779, -0.638, 1.212)  0.00
H (3.285, -0.081, -0.191)  0.07
C (1.136, 0.155, 0.132)  -0.19
C (-1.029, 0.929, -0.461)  -0.20
C (-2.068, -0.325, -0.036)  -0.96
F (-1.907, -1.442, -0.744)  0.05
H (-1.488, 1.553, -1.266)  0.09
H (2.672, -0.855, 1.054)  0.04
I (-4.036, 0.550, 0.000)  0.86

Results
2S+1: 1
SMILES string: C/C=N/CC(F)(F)I
HOMO energy (eV): -9.7
Orbital gap (eV): 9.941

C4H6F2N2 | wB97M-V/def2-TZVPD

Each line ends with the Löwdin charge.
Element x y z (Å)
H (-0.809, 2.032, 0.770)  0.15
F (-1.082, 1.645, -1.050)  0.01
H (1.656, 1.429, -0.258)  0.13
H (-0.251, -2.039, 0.856)  0.15
F (-0.379, -1.735, -1.101)  0.07
H (-3.057, -1.472, 0.225)  0.14
C (-1.084, 1.136, 0.221)  -0.43
C (-0.658, -1.321, 0.096)  -0.24
N (-2.263, 0.398, 0.432)  0.13
H (0.614, 0.483, -1.525)  0.06
N (0.051, 0.226, 0.356)  -0.07
C (-2.110, -0.858, 0.271)  -0.04
H (1.906, -0.303, -0.536)  0.10
C (1.073, 0.444, -0.574)  -0.15

Results
2S+1: 1
SMILES string: CN1[C@H](F)C=N[C@@H]1F
HOMO energy (eV): -9.4
Orbital gap (eV): 9.944

C4H6F2O | wB97M-V/def2-TZVPD

Each line ends with the Löwdin charge.
Element x y z (Å)
F (-1.221, 1.313, -1.536)  0.04
C (0.183, -0.736, 1.006)  -0.09
H (1.590, 1.543, -1.139)  0.20
C (1.263, 0.366, -0.750)  -0.12
H (-0.006, -1.656, 0.217)  0.14
H (-1.072, -0.681, -1.081)  0.17
C (0.139, 0.510, 0.148)  -0.37
F (-2.162, 0.493, 0.359)  -0.02
C (-1.051, 0.306, -0.595)  -0.31
H (-0.587, -0.944, 1.888)  0.13
H (1.055, -1.049, 1.563)  0.07
H (0.076, 1.383, 0.812)  0.18
O (1.792, -0.848, -0.891)  -0.02

Results
2S+1: 1
SMILES string: C[C@@H](C=O)C(F)F
HOMO energy (eV): -10.6
Orbital gap (eV): 10.395

C4H6F2S | wB97M-V/def2-TZVPD

Each line ends with the Löwdin charge.
Element x y z (Å)
H (2.176, 0.264, 0.056)  0.13
C (-1.325, 0.564, 0.181)  -0.20
F (-1.589, 1.722, -0.546)  -0.05
C (1.233, 0.598, 0.517)  -0.19
H (-0.667, -2.175, -0.407)  0.08
S (0.110, -0.387, -1.934)  0.91
C (0.158, -1.473, -0.513)  -0.39
H (1.180, 0.376, 1.557)  0.12
C (0.033, -0.005, -0.200)  -0.71
H (1.096, -1.995, -0.331)  0.08
F (1.132, 1.962, 0.379)  -0.03
H (-2.088, -0.256, -0.016)  0.13
H (-1.449, 0.805, 1.255)  0.13

Results
2S+1: 1
SMILES string: FCC1(CF)CS1
HOMO energy (eV): -9.2
Orbital gap (eV): 9.885

C4H6F3O | wB97M-V/def2-TZVPD

Each line ends with the Löwdin charge.
Element x y z (Å)
C (-3.574, 0.041, 0.052)  -0.68
F (-3.994, 0.482, 1.170)  0.31
F (-3.406, 0.921, -0.905)  0.22
H (0.007, -1.520, 1.025)  0.18
H (0.792, -1.207, -0.550)  0.11
H (-1.106, 0.254, -1.356)  0.23
C (-1.220, -0.378, -0.353)  -0.05
O (-2.330, -0.575, 0.261)  0.19
H (-0.598, 1.229, 0.637)  0.09
C (0.327, 0.727, 0.452)  0.02
F (-4.335, -0.916, -0.481)  0.22
H (0.671, 1.234, -0.388)  0.09
H (0.999, 0.762, 1.262)  0.11
C (0.084, -0.830, 0.104)  -0.04

Results
2S+1: 1
Net charge: +1
HOMO energy (eV): -18.1
Orbital gap (eV): 12.543

C4H6F4 | wB97M-V/def2-TZVPD

Each line ends with the Löwdin charge.
Element x y z (Å)
H (1.153, -1.854, 0.492)  0.15
H (0.955, 1.779, 0.614)  0.12
C (-1.372, -0.476, -0.203)  -0.13
H (-1.256, -0.437, -1.259)  0.12
F (2.336, -0.275, 0.100)  -0.02
H (0.469, 1.478, -1.114)  0.16
H (-2.088, 0.223, 0.237)  0.14
F (0.053, -0.166, 1.717)  0.05
F (-1.653, -1.756, 0.189)  -0.01
C (0.179, 1.439, -0.030)  -0.13
C (-0.009, -0.036, 0.361)  -0.45
H (1.059, -1.116, -1.209)  0.14
F (-0.971, 2.120, 0.223)  -0.01
C (1.144, -0.922, -0.118)  -0.13

Results
2S+1: 1
SMILES string: FCC(F)(CF)CF
HOMO energy (eV): -11.7
Orbital gap (eV): 12.509

C4H6FMgO4 | wB97M-V/def2-TZVPD

Each line ends with the Mulliken spin population.
Element x y z (Å)
O (-0.845, 1.268, 1.278)  0.01
Mg (0.225, 2.700, 0.337)  1.02
H (-2.984, 0.594, 0.031)  0.00
F (2.830, 0.754, 0.054)  0.00
C (-2.346, -0.019, -0.618)  0.02
H (2.310, -1.465, 1.072)  0.00
H (2.077, -0.333, -1.458)  0.00
C (1.434, -1.128, 0.511)  0.01
H (-2.929, -0.832, -1.063)  0.00
C (1.761, 0.004, -0.461)  -0.01
O (-1.308, -0.634, 0.130)  -0.01
C (-0.417, 0.201, 0.721)  -0.03
H (-1.930, 0.618, -1.412)  0.00
O (0.510, -0.540, 1.411)  0.00
O (0.638, 0.777, -0.500)  -0.01
H (0.973, -1.966, -0.031)  0.00

Results
2S+1: 2
<S²>: 0.75
HOMO energy (alpha / beta) (eV): -6.6 / -10.7
Orbital gap (alpha / beta) (eV): 7.012 / 10.183

C4H6FN | wB97M-V/def2-TZVPD

Each line ends with the Löwdin charge.
Element x y z (Å)
H (1.329, 0.804, 1.053)  0.12
H (-0.856, 2.203, -0.110)  0.11
C (-1.223, 0.084, -0.060)  -0.33
C (-0.476, 1.193, -0.127)  0.01
N (0.887, -0.614, -0.450)  -0.08
H (1.659, 1.314, -0.637)  0.12
F (-2.513, 0.034, -0.160)  0.11
C (-0.390, -1.152, 0.052)  -0.13
H (-0.763, -1.928, -0.599)  0.11
C (0.964, 0.726, 0.001)  -0.26
H (1.629, -1.142, -0.043)  0.10
H (-0.245, -1.523, 1.080)  0.13

Results
2S+1: 1
SMILES string: FC1=CCNC1
HOMO energy (eV): -8.8
Orbital gap (eV): 9.877

C4H6FN | wB97M-V/def2-TZVPD

Each line ends with the Löwdin charge.
Element x y z (Å)
H (-1.661, 2.209, 0.560)  0.11
C (1.370, -0.835, 0.417)  -0.04
H (1.533, -1.529, -0.480)  0.11
C (-1.455, 1.110, 0.692)  -0.20
F (-1.758, -0.792, -1.006)  -0.05
H (2.247, -0.229, 0.361)  0.07
H (1.490, -1.482, 1.276)  0.08
N (-0.259, 0.767, 1.411)  0.10
C (0.138, -0.063, 0.503)  -0.29
C (-0.981, 0.314, -0.539)  -0.19
H (-0.642, 0.957, -1.385)  0.15
H (-2.449, 0.801, 1.264)  0.15

Results
2S+1: 1
HOMO energy (eV): -10.1
Orbital gap (eV): 11.094

C4H6FN2 | wB97M-V/def2-TZVPD

Each line ends with the Löwdin charge.
Element x y z (Å)
H (-0.320, 1.303, 1.744)  0.13
H (1.641, -0.818, -1.151)  0.13
N (4.057, -1.012, 0.614)  0.27
C (0.653, -0.445, -0.842)  0.04
N (0.619, -0.065, 0.486)  -0.10
H (0.446, 0.478, -1.291)  0.12
C (1.606, -0.306, 1.251)  -0.13
H (-1.092, 1.093, 0.224)  0.10
C (-0.606, 0.561, 0.978)  0.07
F (1.595, 0.217, 2.503)  0.17
C (2.950, -0.885, 0.874)  -0.04
H (-0.196, -1.051, -0.776)  0.12
H (-1.401, -0.091, 1.291)  0.13

Results
2S+1: 1
SMILES string: C[N+](C)=C(F)C#N
Net charge: +1
HOMO energy (eV): -17.2
Orbital gap (eV): 11.126

C4H6FN2 | wB97M-V/def2-TZVPD

Each line ends with the Löwdin charge.
Element x y z (Å)
N (0.720, -0.019, -0.879)  0.22
H (1.682, 0.230, -0.939)  0.20
H (1.633, 1.054, 1.403)  0.09
C (-0.168, -0.157, -1.801)  -0.12
H (-2.439, -0.356, -1.384)  0.11
H (-1.862, -0.343, 1.186)  0.16
H (0.248, 0.212, 2.411)  0.12
C (0.155, -0.004, 0.384)  -0.26
H (1.728, -0.642, 1.741)  0.11
F (0.129, 0.125, -3.040)  0.21
C (-1.228, -0.153, 0.317)  -0.02
C (1.010, 0.191, 1.577)  -0.01
N (-1.607, -0.138, -0.975)  0.21

Results
2S+1: 1
SMILES string: Cc1c[nH+]c(F)[nH]1
Net charge: +1
HOMO energy (alpha / beta) (eV): -13.8 / -13.8
Orbital gap (alpha / beta) (eV): 9.208 / 9.207

C4H6FN2O3 | wB97M-V/def2-TZVPD

Each line ends with the Löwdin charge.
Element x y z (Å)
O (-1.795, -0.531, 0.833)  -0.04
C (-0.626, -0.807, 1.151)  -0.68
H (0.371, -2.084, 2.297)  0.09
O (-0.954, -1.182, -2.290)  0.19
H (-0.687, 1.680, -0.280)  0.10
C (-0.867, -0.232, -2.899)  -0.53
H (1.263, -0.739, 1.221)  0.11
N (-0.385, -1.332, 2.474)  0.05
C (0.841, 0.301, -0.600)  -0.33
H (0.887, 2.267, 0.475)  0.03
N (0.498, -0.434, 0.643)  0.05
F (2.328, 0.182, -0.523)  -0.20
C (0.484, 1.789, -0.397)  -0.13
O (-0.756, 0.670, -3.588)  0.18
H (0.644, 2.339, -1.286)  0.02
H (-1.243, -1.887, 2.773)  0.09

Results
2S+1: 1
Net charge: -1
HOMO energy (eV): -2.1
Orbital gap (eV): 5.838

C4H6FNO | wB97M-V/def2-TZVPD

Each line ends with the Löwdin charge.
Element x y z (Å)
H (-2.172, -3.255, 0.993)  0.08
C (1.373, 2.187, -0.995)  -0.08
H (0.904, 3.186, -0.813)  0.08
H (2.489, 2.288, -0.795)  0.09
H (1.294, 1.718, -2.055)  0.11
C (-1.798, -2.245, 1.168)  0.09
C (0.778, 1.169, -0.091)  -0.22
H (0.368, 1.375, 0.893)  0.12
O (-0.210, -0.670, 0.620)  -0.04
H (-1.809, -1.732, 2.065)  0.05
C (-0.908, -1.775, 0.323)  -0.46
N (0.257, 0.093, -0.472)  0.07
F (-0.567, -2.339, -0.840)  0.10

Results
2S+1: 1
SMILES string: C=C(F)O/N=C/C
HOMO energy (eV): -9.1
Orbital gap (eV): 10.086

C4H6FNO | wB97M-V/def2-TZVPD

Each line ends with the Löwdin charge.
Element x y z (Å)
C (-1.930, 0.846, -0.093)  -0.47
H (0.683, 1.603, 0.439)  0.11
H (-1.877, 1.952, -0.291)  0.14
C (1.352, -0.470, 0.036)  -0.13
H (0.897, 1.241, -1.280)  0.11
C (0.588, 0.817, -0.319)  -0.21
H (2.103, -0.358, 0.820)  0.11
F (0.062, -2.510, -0.230)  0.10
O (-2.963, 0.326, 0.248)  0.00
C (0.231, -1.404, 0.456)  -0.04
H (-0.192, -1.434, 1.447)  0.14
H (1.824, -0.892, -0.847)  0.12
N (-0.777, 0.282, -0.386)  0.03

Results
2S+1: 1
HOMO energy (alpha / beta) (eV): -9.1 / -9.1
Orbital gap (alpha / beta) (eV): 8.831 / 8.832